## a
Entry from OMol25: 2 unconnected molecules or ions with the total composition C4H5NO (ωB97M-V with the def2-TZVPD basis set).

The geometry in XYZ format:
```
11
Properties=species:S:1:pos:R:3:mulliken_charge:R:1
C 0.735 0.737 -0.247 0.357
C 1.533 -0.339 0.213 0.593
C 0.373 1.960 -0.325 -0.640
C -1.434 -1.489 0.127 -0.830
N 0.409 -0.633 -0.372 -0.340
O 2.535 -0.765 0.678 -0.517
H -0.671 2.329 -0.592 0.256
H 1.068 2.757 -0.081 0.272
H -1.773 -0.540 0.393 0.261
H -1.736 -1.840 -0.736 0.329
H -1.037 -2.176 0.943 0.258
```

total charge = 0
2S+1 = 3
orbital gap (alpha / beta) = 7.365 / 6.360 eV
LUMO (alpha / beta) = 0.7 / -3.3 eV



## b
Entry from OMol25: a single C4H5NO molecule (ωB97M-V with the def2-TZVPD basis set).

The geometry in XYZ format:
```
11
Properties=species:S:1:pos:R:3:mulliken_charge:R:1
C -2.154 1.189 -0.015 -0.633
C -1.777 0.041 0.080 -0.059
C 0.595 -0.853 0.069 -0.240
C 1.024 0.330 0.097 0.026
N -0.955 -1.015 0.047 -0.121
O 2.284 0.728 -0.078 -0.480
H 0.335 1.201 0.084 0.233
H -2.059 1.976 -0.642 0.384
H 1.188 -1.834 -0.046 0.252
H -1.504 -1.850 0.380 0.324
H 3.023 0.087 0.024 0.314
```

total charge = 0
2S+1 = 3
orbital gap (alpha / beta) = 5.236 / 7.487 eV
LUMO (alpha / beta) = 0.6 / -1.7 eV



On energetic grounds, a is preferred over the next structure by 16.5 kcal/mol.



## a
Entry from OMol25: a single C8H18O molecule (ωB97M-V with the def2-TZVPD basis set).

The geometry in XYZ format:
```
27
Properties=species:S:1:pos:R:3:mulliken_charge:R:1
C 0.403 0.805 0.816 2.049
C 0.305 -0.734 -1.287 -0.385
C -0.650 -0.325 -0.268 0.337
C 0.471 2.167 0.140 -1.849
C 1.805 0.270 1.066 -1.853
C -0.335 0.948 2.141 -1.992
C -0.825 -1.718 -2.377 -1.290
C -1.235 -1.446 0.565 -1.705
O 0.907 0.213 -2.087 -0.569
H 0.224 0.788 -2.456 0.389
H 1.071 -1.427 -0.946 0.402
H -1.414 0.355 -0.648 0.427
H -0.526 2.545 -0.093 0.391
H 1.065 2.134 -0.771 0.361
H 0.947 2.901 0.800 0.469
H 2.405 0.275 0.158 0.381
H 1.779 -0.741 1.474 0.337
H 2.332 0.902 1.790 0.493
H -1.376 1.240 1.992 0.382
H 0.137 1.725 2.754 0.476
H -0.309 0.029 2.724 0.405
H -1.948 -2.023 -0.020 0.471
H -0.309 -1.713 -3.334 0.417
H -1.811 -1.274 -2.497 0.343
H -0.884 -2.727 -1.981 0.370
H -0.454 -2.117 0.921 0.283
H -1.772 -1.051 1.423 0.458
```

total charge = 0
2S+1 = 1
SMILES = C[C@H]([C@@H](C)O)C(C)(C)C
orbital gap = 9.310 eV
LUMO = 0.9 eV



## b
Entry from OMol25: a molecular structure, C8H18O (ωB97M-V with the def2-TZVPD basis set).

The geometry in XYZ format:
```
27
Properties=species:S:1:pos:R:3:mulliken_charge:R:1
C -0.930 1.996 -0.172 0.254
C -2.296 2.613 0.147 -1.395
C -1.047 0.487 -0.179 -0.119
C -1.444 -0.208 -1.281 -1.034
O -0.458 2.430 -1.444 -0.544
H -0.412 3.392 -1.438 0.329
H -0.215 2.299 0.609 0.217
H -1.309 0.095 0.797 0.367
H -3.010 2.342 -0.629 0.332
H -2.225 3.700 0.198 0.420
H -2.668 2.248 1.104 0.366
H -1.297 0.213 -2.264 0.290
H -2.036 -1.105 -1.201 0.435
C 1.016 -1.568 0.788 0.397
C 2.336 -2.026 1.348 -1.490
C 1.433 0.100 -0.040 -1.300
C 0.394 -2.442 -0.229 -0.856
H 0.328 -1.272 1.576 0.337
H -0.344 -3.124 0.197 0.286
H 3.027 -2.285 0.547 0.358
H 2.198 -2.909 1.979 0.411
H 2.805 -1.249 1.956 0.366
H 1.869 0.608 0.816 0.227
H 2.216 -0.366 -0.633 0.422
H 1.140 0.833 -0.784 0.499
H 1.128 -2.995 -0.816 0.329
H -0.198 -1.809 -0.951 0.096
```

total charge = 0
2S+1 = 1
orbital gap = 9.388 eV
LUMO = 0.9 eV



On energetic grounds, a is preferred over the next structure by 44.8 kcal/mol.



## a
Entry from OMol25: 2 unconnected molecules or ions with the total composition C2H2ClN (ωB97M-V with the def2-TZVPD basis set).

The geometry in XYZ format:
```
6
Properties=species:S:1:pos:R:3:mulliken_charge:R:1
C -1.301 -1.071 -1.032 0.041
C 0.898 1.238 1.522 -0.142
N -1.213 -0.347 -1.906 -0.327
Cl 1.467 0.016 0.575 0.002
H -1.381 -1.927 -0.452 0.288
H 1.529 2.092 1.293 0.138
```

total charge = 0
2S+1 = 1
orbital gap = 8.342 eV
LUMO = -0.9 eV



## b
Entry from OMol25: a single C2H2ClN molecule (ωB97M-V with the def2-TZVPD basis set).

The geometry in XYZ format:
```
6
Properties=species:S:1:pos:R:3:mulliken_charge:R:1
C -0.281 1.743 -0.404 -0.242
C 1.029 0.054 0.644 -0.150
N 0.151 0.848 0.197 -0.101
Cl 2.557 0.122 -0.184 -0.196
H -0.822 2.274 -1.011 0.384
H 0.759 -0.883 1.245 0.305
```

total charge = 0
2S+1 = 1
orbital gap = 7.956 eV
LUMO = 0.4 eV



On energetic grounds, b is preferred over the next structure by 20.2 kcal/mol.



## a
Entry from OMol25: 2 unconnected molecules or ions with the total composition C2H6O2P (ωB97M-V with the def2-TZVPD basis set).

The geometry in XYZ format:
```
11
Properties=species:S:1:pos:R:3:mulliken_charge:R:1
C -1.188 1.750 0.004 -0.839
C 1.946 -1.426 -0.166 -0.615
O -1.402 -1.062 -0.754 -0.180
O -1.305 -0.996 0.705 -0.187
P -0.405 0.038 -0.152 0.653
H -0.427 2.420 0.295 0.367
H -1.738 1.772 0.865 0.365
H -1.760 1.886 -0.941 0.325
H 2.560 -0.777 -0.781 0.400
H 1.638 -2.495 -0.026 0.356
H 2.080 -1.109 0.951 0.354
```

total charge = +1
2S+1 = 1
orbital gap (alpha / beta) = 8.185 / 8.186 eV
LUMO (alpha / beta) = -7.4 / -7.4 eV



## b
Entry from OMol25: 2 unconnected molecules or ions with the total composition C2H6O2P (ωB97M-V with the def2-TZVPD basis set).

The geometry in XYZ format:
```
11
Properties=species:S:1:pos:R:3:mulliken_charge:R:1
C 1.624 1.426 0.147 -0.355
C -2.006 -1.070 -0.046 -0.576
O 1.981 0.065 -0.150 -0.040
O -0.975 -0.475 -0.828 -0.461
P 1.443 -1.318 -0.254 0.752
H 2.401 2.100 -0.306 0.253
H 1.902 1.405 1.157 0.273
H 0.616 1.429 -0.245 0.301
H -1.886 -0.688 0.968 0.299
H -3.006 -0.726 -0.402 0.264
H -2.093 -2.148 -0.040 0.292
```

total charge = +1
2S+1 = 1
orbital gap (alpha / beta) = 6.332 / 6.372 eV
LUMO (alpha / beta) = -7.7 / -7.7 eV



On energetic grounds, b is preferred over the next structure by 24.9 kcal/mol.



## a
Entry from OMol25: a molecular structure, C62H46FGeNO2P3PtS3 (ωB97M-V with the def2-TZVPD basis set).

The geometry in XYZ format:
```
120
Properties=species:S:1:pos:R:3:mulliken_charge:R:1
Pt -0.352 0.231 0.255 2.637
F -0.398 -1.385 -2.047 -0.635
Ge -0.988 -2.901 -1.205 1.141
C -2.718 -2.457 -2.003 -1.294
C -3.517 -3.420 -2.607 0.161
C -4.560 -3.064 -3.455 -0.903
C -4.774 -1.725 -3.734 -0.744
C -4.010 -0.755 -3.094 -0.586
C -3.008 -1.092 -2.190 0.334
P -2.289 0.300 -1.175 1.148
C -1.970 1.499 -2.520 0.478
C -1.154 1.118 -3.586 -0.223
C -0.811 2.037 -4.563 -0.509
C -1.282 3.342 -4.497 -0.817
C -2.110 3.720 -3.452 -0.571
C -2.450 2.804 -2.465 -0.617
C -3.747 1.027 -0.332 1.361
C -5.079 0.693 -0.572 -0.824
C -6.104 1.346 0.098 -0.794
C -5.818 2.334 1.027 -0.777
C -4.496 2.652 1.299 -0.746
C -3.472 1.997 0.635 -0.366
C -1.350 -3.494 0.635 -0.895
C -1.655 -4.861 0.550 -0.469
C -2.072 -5.581 1.654 -0.744
C -2.210 -4.932 2.876 -1.030
C -1.909 -3.588 2.973 0.052
C -1.453 -2.868 1.861 0.563
P -1.094 -1.108 2.026 1.944
C -2.677 -0.557 2.762 0.441
C -3.868 -0.996 2.185 -0.251
C -5.090 -0.612 2.712 -0.661
C -5.139 0.225 3.819 -0.743
C -3.960 0.674 4.392 -0.675
C -2.734 0.284 3.868 -0.743
C 0.092 -0.985 3.406 1.350
C 0.545 0.293 3.727 -1.400
C 1.464 0.481 4.749 -0.845
C 1.953 -0.609 5.451 -0.719
C 1.535 -1.890 5.115 -0.788
C 0.615 -2.080 4.096 -1.015
C 0.774 -3.627 -1.604 -0.664
C 1.014 -4.937 -2.006 -0.288
C 2.287 -5.349 -2.370 -0.814
C 3.330 -4.435 -2.332 -0.985
C 3.100 -3.143 -1.882 -0.261
C 1.831 -2.709 -1.505 0.184
P 1.715 -0.995 -0.744 0.876
C 3.166 -1.124 0.359 1.100
C 4.426 -0.593 0.107 0.113
C 5.461 -0.792 1.008 -0.709
C 5.249 -1.520 2.169 -0.934
C 3.997 -2.064 2.422 -0.536
C 2.966 -1.867 1.519 -0.696
C 2.279 0.037 -2.135 0.477
C 2.199 -0.374 -3.463 -1.022
C 2.611 0.474 -4.483 -0.865
C 3.101 1.738 -4.188 -0.839
C 3.170 2.159 -2.867 -1.136
C 2.757 1.316 -1.847 -0.289
H -3.312 -4.473 -2.450 0.397
H -5.167 -3.830 -3.918 0.435
H -5.544 -1.424 -4.432 0.425
H -4.209 0.291 -3.296 0.616
H -0.771 0.109 -3.643 0.015
H -0.165 1.733 -5.377 0.485
H -1.001 4.061 -5.255 0.397
H -2.487 4.732 -3.392 0.466
H -3.095 3.118 -1.655 0.369
H -5.340 -0.084 -1.274 0.325
H -7.132 1.071 -0.106 0.418
H -6.620 2.841 1.548 0.420
H -4.253 3.407 2.036 0.498
H -2.444 2.236 0.879 0.178
H -1.570 -5.391 -0.398 0.133
H -2.296 -6.636 1.563 0.460
H -2.556 -5.472 3.747 0.439
H -2.044 -3.077 3.919 0.659
H -3.847 -1.654 1.322 0.125
H -6.005 -0.966 2.255 0.472
H -6.094 0.525 4.231 0.414
H -3.987 1.325 5.256 0.465
H -1.825 0.630 4.341 0.381
H 0.221 1.151 3.151 0.738
H 1.818 1.481 4.959 0.469
H 2.677 -0.464 6.242 0.406
H 1.935 -2.748 5.640 0.463
H 0.328 -3.089 3.835 0.290
H 0.201 -5.653 -2.051 0.326
H 2.458 -6.368 -2.692 0.410
H 4.328 -4.725 -2.633 0.450
H 3.935 -2.456 -1.812 0.413
H 4.607 -0.015 -0.791 0.709
H 6.435 -0.365 0.807 0.433
H 6.056 -1.658 2.877 0.392
H 3.820 -2.634 3.325 0.496
H 1.988 -2.291 1.727 0.207
H 1.811 -1.355 -3.708 0.356
H 2.547 0.140 -5.511 0.433
H 3.428 2.394 -4.985 0.390
H 3.547 3.145 -2.620 0.490
H 2.803 1.652 -0.814 0.538
S 0.227 3.520 -0.534 -0.199
C 0.049 2.059 -0.162 0.536
O 1.288 6.355 0.264 -0.643
S 2.281 5.947 1.228 1.168
O 2.602 6.868 2.281 -0.693
N 1.904 4.467 1.823 -0.564
C 2.790 3.557 1.488 -0.281
S 2.697 1.912 1.828 0.209
C 3.916 4.090 0.640 0.594
C 4.997 3.406 0.107 -0.112
C 5.891 4.108 -0.691 -0.676
C 5.709 5.466 -0.949 -0.463
C 4.630 6.154 -0.408 -0.754
C 3.755 5.436 0.382 -0.121
H 5.118 2.352 0.326 0.397
H 6.743 3.597 -1.121 0.415
H 6.419 5.989 -1.577 0.395
H 4.479 7.208 -0.599 0.458
```

total charge = 0
2S+1 = 2
orbital gap (alpha / beta) = 6.535 / 5.778 eV
LUMO (alpha / beta) = -0.2 / -1.3 eV



## b
Entry from OMol25: a molecular structure, C62H46FGeNO2P3PtS3 (ωB97M-V with the def2-TZVPD basis set).

The geometry in XYZ format:
```
120
Properties=species:S:1:pos:R:3:mulliken_charge:R:1
Pt 0.420 0.201 0.841 1.788
F 1.953 0.920 5.024 -0.646
Ge 1.330 0.340 3.370 0.708
C -0.352 -0.253 4.282 -1.301
C -0.450 -0.140 5.674 0.143
C -1.579 -0.577 6.348 -0.920
C -2.641 -1.146 5.652 -0.827
C -2.554 -1.278 4.278 -0.417
C -1.415 -0.838 3.601 0.028
P -1.322 -0.992 1.799 2.898
C -2.994 -0.439 1.282 0.544
C -3.842 -1.144 0.433 -0.807
C -5.071 -0.610 0.063 -0.737
C -5.478 0.625 0.543 -0.864
C -4.652 1.323 1.414 -0.495
C -3.424 0.792 1.775 -0.724
C -1.345 -2.776 1.457 0.868
C -1.412 -3.181 0.122 -0.385
C -1.532 -4.523 -0.196 -0.747
C -1.528 -5.481 0.810 -0.960
C -1.395 -5.091 2.133 -0.842
C -1.314 -3.741 2.459 -1.226
C 2.611 -1.153 3.308 -0.145
C 3.262 -1.516 4.493 -0.056
C 4.245 -2.491 4.494 -0.988
C 4.630 -3.098 3.303 -0.964
C 4.001 -2.745 2.123 -0.220
C 2.968 -1.803 2.133 -0.150
P 2.172 -1.325 0.572 2.332
C 3.646 -0.719 -0.334 0.136
C 4.298 0.366 0.253 -0.363
C 5.347 0.996 -0.394 -0.764
C 5.764 0.546 -1.642 -0.569
C 5.140 -0.549 -2.220 -0.580
C 4.088 -1.183 -1.568 -0.504
C 1.758 -2.876 -0.290 0.804
C 1.388 -2.798 -1.634 -0.928
C 1.171 -3.949 -2.376 -0.787
C 1.291 -5.194 -1.775 -0.977
C 1.600 -5.278 -0.426 -0.785
C 1.835 -4.127 0.315 -0.839
C 2.160 2.061 2.692 -1.065
C 3.422 2.348 3.218 -0.310
C 4.079 3.530 2.911 -0.942
C 3.452 4.493 2.130 -1.099
C 2.191 4.239 1.614 -0.930
C 1.579 3.007 1.837 1.445
P -0.037 2.512 1.160 1.537
C -1.150 3.357 2.360 1.350
C -1.275 2.878 3.661 -0.420
C -2.025 3.560 4.606 -0.824
C -2.654 4.749 4.268 -0.722
C -2.519 5.252 2.983 -0.863
C -1.769 4.567 2.036 -1.269
C -0.475 3.374 -0.379 0.867
C -1.773 3.133 -0.833 -0.664
C -2.223 3.695 -2.015 -0.622
C -1.376 4.494 -2.772 -0.874
C -0.080 4.724 -2.338 -0.545
C 0.371 4.166 -1.149 -0.735
H 0.367 0.312 6.221 0.511
H -1.636 -0.467 7.425 0.401
H -3.527 -1.479 6.177 0.428
H -3.377 -1.714 3.723 0.581
H -3.565 -2.115 0.050 0.408
H -5.712 -1.174 -0.604 0.474
H -6.437 1.036 0.251 0.384
H -4.958 2.282 1.817 0.518
H -2.806 1.343 2.470 0.248
H -1.381 -2.437 -0.669 0.368
H -1.607 -4.822 -1.234 0.513
H -1.612 -6.532 0.560 0.409
H -1.368 -5.834 2.921 0.432
H -1.232 -3.450 3.498 0.408
H 3.006 -1.005 5.412 0.543
H 4.733 -2.765 5.422 0.436
H 5.422 -3.836 3.294 0.440
H 4.316 -3.196 1.188 0.537
H 3.964 0.740 1.213 0.172
H 5.829 1.844 0.076 0.493
H 6.576 1.042 -2.160 0.433
H 5.456 -0.911 -3.192 0.461
H 3.616 -2.028 -2.046 0.467
H 1.283 -1.835 -2.118 0.149
H 0.909 -3.862 -3.424 0.480
H 1.126 -6.096 -2.353 0.401
H 1.660 -6.244 0.061 0.460
H 2.072 -4.215 1.367 0.564
H 3.891 1.643 3.893 0.516
H 5.066 3.719 3.318 0.481
H 3.934 5.444 1.938 0.448
H 1.682 5.009 1.050 0.682
H -0.800 1.950 3.951 0.400
H -2.110 3.155 5.607 0.511
H -3.242 5.284 5.004 0.409
H -2.998 6.186 2.711 0.436
H -1.676 4.979 1.042 0.500
H -2.436 2.491 -0.265 0.248
H -3.230 3.487 -2.355 0.448
H -1.722 4.923 -3.704 0.363
H 0.593 5.330 -2.932 0.431
H 1.397 4.321 -0.850 0.055
S -0.905 0.005 -2.240 -0.072
C 0.313 0.481 -1.293 -0.334
O 3.035 -0.671 -6.066 -0.669
S 2.307 0.538 -5.829 1.234
O 1.383 1.022 -6.806 -0.675
N 1.541 0.411 -4.340 -0.455
C 2.057 1.233 -3.511 0.548
S 1.759 1.324 -1.797 0.575
C 3.159 2.120 -4.012 0.467
C 3.884 3.098 -3.353 -0.323
C 4.868 3.768 -4.071 -0.956
C 5.118 3.461 -5.405 -0.551
C 4.388 2.479 -6.064 -0.747
C 3.414 1.829 -5.335 -0.104
H 3.699 3.328 -2.311 0.656
H 5.453 4.538 -3.584 0.439
H 5.894 3.997 -5.938 0.423
H 4.576 2.238 -7.102 0.450
```

total charge = 0
2S+1 = 2
orbital gap (alpha / beta) = 5.806 / 5.801 eV
LUMO (alpha / beta) = -0.5 / -1.2 eV



On energetic grounds, b is preferred over the next structure by 43.8 kcal/mol.



## a
Entry from OMol25: 2 unconnected molecules or ions with the total composition C2H2INO3 (ωB97M-V with the def2-TZVPD basis set).

The geometry in XYZ format:
```
9
Properties=species:S:1:pos:R:3:mulliken_charge:R:1
C -1.629 2.282 0.259 -0.191
C 0.756 2.107 1.084 0.649
N -0.199 0.097 0.389 -0.460
O 1.365 3.129 1.098 -0.287
O -1.968 2.929 -0.651 -0.352
O 0.782 0.855 1.022 -0.039
I -3.171 1.556 1.788 -0.159
H -0.992 0.843 0.193 0.521
H -0.431 -0.623 1.051 0.317
```

total charge = 0
2S+1 = 1
orbital gap (alpha / beta) = 6.978 / 6.982 eV
LUMO (alpha / beta) = -1.5 / -1.5 eV



## b
Entry from OMol25: a single C2H2INO3 molecule (ωB97M-V with the def2-TZVPD basis set).

The geometry in XYZ format:
```
9
Properties=species:S:1:pos:R:3:mulliken_charge:R:1
C -1.425 -0.199 0.109 0.550
C -2.516 0.859 0.119 0.246
N -0.270 0.352 -0.243 -0.103
O -1.517 -1.347 0.492 -0.615
O -2.394 2.049 0.301 -0.451
O 0.800 -0.590 -0.279 -0.390
I -4.412 -0.133 -0.059 0.073
H -0.078 1.350 0.046 0.302
H 0.256 -1.331 0.127 0.388
```

total charge = 0
2S+1 = 1
SMILES = O=C(I)C(=O)NO
orbital gap = 9.186 eV
LUMO = -0.9 eV



On energetic grounds, b is preferred over the next structure by 71.4 kcal/mol.